This record from the OMol25 dataset describes C27H28Cl4N7O4Pb as an isolated structure. The level of theory is ωB97M-V with the def2-TZVPD basis set.

CARTESIAN COORDINATES (ANGSTROEM)
Pb  -0.273  0.055  0.224
C  -1.937  3.950  2.522
C  -1.617  2.538  2.210
N  -1.572  2.121  0.984
N  -1.910  2.930  0.005
C  -1.946  2.248  -1.168
O  -1.892  0.984  -1.310
C  -2.257  3.030  -2.339
C  -2.498  2.449  -3.585
C  -2.712  3.201  -4.742
C  -2.644  4.624  -4.639
C  -2.392  5.227  -3.458
C  -2.281  4.429  -2.319
C  -1.319  1.577  3.304
C  -1.198  1.974  4.630
C  -0.947  1.004  5.623
C  -0.962  -0.312  5.224
C  -0.981  -0.609  3.860
N  -1.212  0.256  2.932
H  -2.277  4.480  1.588
H  -1.097  4.528  2.949
H  -2.781  3.992  3.263
H  -2.454  1.320  -3.673
H  -2.879  2.827  -5.739
H  -2.912  5.204  -5.512
H  -2.451  6.343  -3.371
H  -2.163  5.008  -1.397
H  -1.249  3.068  4.873
H  -0.802  1.201  6.641
H  -0.776  -1.145  5.874
H  -0.882  -1.665  3.544
Cl  1.018  -0.492  -6.851
C  0.591  -0.832  -5.234
C  -0.026  -2.040  -4.959
Cl  -0.271  -3.163  -6.223
C  -0.350  -2.457  -3.648
Cl  -0.992  -4.030  -3.351
C  -0.171  -1.568  -2.564
O  -0.633  -1.772  -1.359
C  0.649  -0.389  -2.799
O  1.034  0.384  -1.843
C  0.929  -0.021  -4.162
Cl  1.548  1.509  -4.391
C  -3.385  -1.931  1.231
O  -1.972  -1.973  0.904
H  -4.003  -2.283  0.339
H  -3.725  -0.943  1.587
H  -3.656  -2.661  1.985
H  -1.911  -2.197  -0.059
C  3.008  -0.820  0.240
N  4.291  -1.549  0.333
C  4.611  -1.727  1.775
N  3.586  -2.417  2.594
C  2.308  -1.642  2.437
N  1.980  -1.486  1.053
C  1.776  -2.826  0.471
N  3.022  -3.638  0.524
C  4.088  -2.893  -0.185
C  3.431  -3.735  1.932
H  2.785  -0.966  -0.828
H  3.078  0.235  0.546
H  4.751  -0.668  2.152
H  5.545  -2.302  1.862
H  2.460  -0.629  2.856
H  1.500  -2.185  2.934
H  1.487  -2.638  -0.588
H  1.010  -3.294  1.069
H  3.821  -2.764  -1.236
H  5.013  -3.474  -0.059
H  4.383  -4.233  2.009
H  2.666  -4.325  2.508

Summary:
Gap between HOMO and LUMO (alpha / beta): 3.3 / 3.3 eV
Highest occupied orbital energy (alpha / beta): -0.3670 / -0.3669 Eh
ΔE to the lowest compared entry with this formula, charge and spin: 0.00 kcal per mole
E: -102402.144 eV
Charge: +1

These are the Mulliken partial charges, in e, on atoms 1 to 6:
1. Pb 1.781
2. C -1.482
3. C 0.672
4. N 0.754
5. N -1.049
6. C 0.207


This record from the OMol25 dataset describes one molecule with the formula C4H10N2O3. The level of theory is ωB97M-V with the def2-TZVPD basis set.

CARTESIAN COORDINATES (ANGSTROEM)
N  -0.692  -1.701  -0.501
C  -0.001  -1.005  0.659
C  -0.537  0.469  1.113
C  -0.227  1.603  0.246
N  -0.990  1.313  -0.933
O  -0.132  0.397  -1.609
C  1.419  -0.910  0.208
O  1.955  -1.682  -0.545
O  1.999  0.382  0.507
H  -1.678  -2.008  -0.338
H  -0.234  -2.624  -0.876
H  0.131  -1.391  1.780
H  -0.131  0.426  2.144
H  -1.773  0.467  0.981
H  0.828  2.064  0.144
H  -1.126  2.291  0.593
H  -0.870  2.112  -1.660
H  -0.792  -0.485  -1.706
H  2.850  0.283  -0.206

Summary:
Gap between HOMO and LUMO: 9.8 eV
Structure (SMILES): N[C@H](CCNO)C(=O)O
Highest occupied orbital energy: -0.3303 Eh
ΔE to the lowest compared entry with this formula, charge and spin: 140.18 kcal per mole
E: -13427.778 eV

These are the natural (NBO) partial charges, in e, on atoms 1 to 6:
1. N -0.866
2. C -0.169
3. C -0.401
4. C -0.278
5. N -0.363
6. O -0.675


This record from the OMol25 dataset describes one molecule with the formula C4H9NO2. The level of theory is ωB97M-V with the def2-TZVPD basis set.

CARTESIAN COORDINATES (ANGSTROEM)
C  0.990  -2.297  1.052
C  1.190  -1.239  -0.059
N  -0.079  -0.567  -0.426
C  -0.142  0.773  -0.598
O  0.806  1.521  -0.738
O  -1.428  1.183  -0.521
C  -1.580  2.589  -0.398
H  0.420  -3.172  0.725
H  1.915  -2.681  1.510
H  0.437  -1.818  1.872
H  1.883  -0.479  0.333
H  1.393  -1.499  -1.091
H  -0.914  -1.114  -0.581
H  -2.644  2.748  -0.218
H  -0.991  2.959  0.447
H  -1.255  3.093  -1.310

Summary:
Gap between HOMO and LUMO: 10.4 eV
Structure (SMILES): CCNC(=O)OC
Highest occupied orbital energy: -0.3484 Eh
ΔE to the lowest compared entry with this formula, charge and spin: 23.99 kcal per mole
E: -9879.020 eV

These are the natural (NBO) partial charges, in e, on atoms 1 to 6:
1. C -0.626
2. C -0.230
3. N -0.644
4. C 0.878
5. O -0.655
6. O -0.525


This record from the OMol25 dataset describes a 10-piece molecular cluster, C30H69BrF9NO12S overall. The level of theory is ωB97M-V with the def2-TZVPD basis set.

CARTESIAN COORDINATES (ANGSTROEM)
C  -3.801  -6.497  -2.703
N  -3.722  -5.354  -1.753
C  -3.261  -5.803  -0.426
C  -1.737  -5.454  -0.173
C  -1.104  -6.759  0.408
C  -1.504  -7.031  1.869
O  -0.763  -6.879  2.742
Br  -3.294  -7.697  2.361
O  -1.081  -5.199  -1.434
C  -1.037  -3.857  -1.691
O  -0.483  -3.292  -2.553
C  -1.830  -3.152  -0.559
C  -1.542  -4.133  0.602
C  -0.278  -3.941  1.500
C  -0.007  -2.434  1.808
C  1.191  -1.874  1.018
F  2.374  -2.194  1.573
F  1.193  -2.561  -0.175
C  1.096  -0.383  0.593
F  0.104  -0.299  -0.293
F  2.211  -0.070  -0.102
S  0.860  0.902  1.938
F  -0.676  0.564  2.176
F  0.417  1.952  0.801
F  2.406  1.363  1.725
F  1.367  -0.030  3.121
F  0.719  2.109  3.016
H  -2.878  -7.087  -2.584
H  -3.907  -6.127  -3.734
H  -4.668  -7.129  -2.419
H  -4.685  -5.042  -1.626
H  -3.457  -6.887  -0.345
H  -3.901  -5.289  0.317
H  -1.432  -7.603  -0.219
H  -0.005  -6.666  0.409
H  -1.635  -2.082  -0.416
H  -2.917  -3.227  -0.742
H  -2.359  -4.093  1.356
H  0.616  -4.480  1.145
H  -0.524  -4.397  2.474
H  -0.946  -1.891  1.621
H  0.225  -2.342  2.883
C  -7.302  -3.024  0.575
C  -7.058  -2.798  -0.905
O  -6.442  -3.942  -1.496
H  -6.362  -3.235  1.089
H  -7.764  -2.148  1.033
H  -7.954  -3.887  0.732
H  -6.390  -1.951  -1.058
H  -7.998  -2.595  -1.426
H  -7.038  -4.691  -1.371
C  0.260  5.904  2.744
C  -1.209  5.875  3.116
O  -1.829  4.714  2.581
H  0.382  5.895  1.659
H  0.745  6.796  3.145
H  0.775  5.019  3.130
H  -1.723  6.748  2.712
H  -1.336  5.873  4.203
H  -1.370  3.951  2.953
C  2.221  -0.108  -3.251
C  1.791  0.116  -4.687
O  1.553  -1.128  -5.338
H  3.128  -0.714  -3.214
H  2.411  0.844  -2.750
H  1.451  -0.650  -2.697
H  2.570  0.638  -5.242
H  0.874  0.716  -4.730
H  0.856  -1.585  -4.851
C  -0.871  -10.456  6.059
C  -1.269  -9.625  4.853
O  -2.685  -9.606  4.698
H  -1.237  -11.479  5.955
H  0.214  -10.481  6.176
H  -1.313  -10.048  6.972
H  -0.844  -10.046  3.942
H  -0.911  -8.596  4.957
H  -3.061  -9.224  5.499
C  2.221  8.276  6.027
C  1.832  9.118  4.826
O  0.413  9.199  4.719
H  1.804  7.272  5.940
H  3.306  8.200  6.118
H  1.823  8.710  6.948
H  2.212  8.672  3.907
H  2.239  10.131  4.912
H  0.084  9.601  5.531
C  1.080  3.336  -7.372
C  -0.386  3.299  -6.983
O  -1.017  2.135  -7.508
H  1.189  3.326  -8.457
H  1.567  4.231  -6.977
H  1.602  2.455  -6.989
H  -0.910  4.166  -7.383
H  -0.498  3.300  -5.894
H  -0.560  1.366  -7.147
C  6.377  0.109  1.221
C  6.270  1.389  0.419
O  5.687  1.119  -0.853
H  6.985  -0.630  0.697
H  6.821  0.292  2.203
H  5.386  -0.332  1.358
H  7.260  1.817  0.262
H  5.651  2.132  0.936
H  4.806  0.748  -0.695
C  -1.367  8.654  -0.823
C  -2.838  8.623  -0.452
O  -3.463  7.462  -0.990
H  -1.246  8.646  -1.907
H  -0.882  9.545  -0.420
H  -0.852  7.770  -0.437
H  -3.352  9.495  -0.856
H  -2.966  8.621  0.636
H  -3.013  6.691  -0.623
C  6.366  4.422  -4.041
C  6.425  2.933  -3.746
O  5.979  2.655  -2.421
H  6.982  4.975  -3.331
H  6.716  4.637  -5.053
H  5.344  4.795  -3.939
H  7.449  2.568  -3.828
H  5.801  2.375  -4.453
H  5.070  2.967  -2.351

Summary:
Gap between HOMO and LUMO: 8.9 eV
Structure (SMILES): CNC[C@@]1(CC(=O)Br)OC(=O)C[C@@H]1CCC(F)(F)C(F)(F)S(F)(F)(F)(F)F.CCO.CCO.CCO.CCO.CCO.CCO.CCO.CCO.CCO
Highest occupied orbital energy: -0.3369 Eh
E: -163618.966 eV

These are the Mulliken partial charges, in e, on atoms 1 to 6:
1. C -1.008
2. N -0.150
3. C -1.528
4. C 2.086
5. C -1.459
6. C 0.271


This record from the OMol25 dataset describes one molecule with the formula H2NPS. The level of theory is ωB97M-V with the def2-TZVPD basis set.

CARTESIAN COORDINATES (ANGSTROEM)
N  -0.523  0.287  0.439
P  0.417  -1.170  -0.133
S  1.201  -0.567  -1.790
H  -0.268  1.193  0.087
H  -0.828  0.257  1.397

Summary:
Gap between HOMO and LUMO: 8.3 eV
Structure (SMILES): NP=S
Highest occupied orbital energy: -0.3373 Eh
ΔE to the lowest compared entry with this formula, charge and spin: 0.00 kcal per mole
E: -21646.886 eV

Charges obtained by natural (NBO) population analysis, quoted in units of e:
1. N -1.133
2. P 0.808
3. S -0.455
4. H 0.396
5. H 0.384


This record from the OMol25 dataset describes one molecule with the formula C4H9NO3. The level of theory is ωB97M-V with the def2-TZVPD basis set.

CARTESIAN COORDINATES (ANGSTROEM)
N  -1.168  -0.786  -0.429
C  -0.224  0.275  -0.575
C  0.771  0.174  0.610
C  1.428  -1.226  0.602
O  1.024  -1.969  1.729
C  -1.013  1.612  -0.611
O  -2.140  1.896  -0.273
O  -0.508  2.402  -1.606
H  -1.622  -0.755  0.463
H  -1.314  -1.449  -1.158
H  0.306  0.370  -1.519
H  1.485  1.031  0.671
H  0.160  0.279  1.500
H  2.509  -1.148  0.830
H  1.232  -1.797  -0.296
H  0.106  -2.062  1.986
H  -1.032  3.153  -1.926

Summary:
Gap between HOMO and LUMO: 10.1 eV
Structure (SMILES): N[C@H](CCO)C(=O)O
Highest occupied orbital energy: -0.3440 Eh
ΔE to the lowest compared entry with this formula, charge and spin: 46.25 kcal per mole
E: -11925.536 eV

These are the natural (NBO) partial charges, in e, on atoms 1 to 6:
1. N -0.869
2. C -0.141
3. C -0.434
4. C -0.055
5. O -0.748
6. C 0.775


This record from the OMol25 dataset describes a 3-piece molecular cluster, C5H16NO overall. The level of theory is ωB97M-V with the def2-TZVPD basis set.

CARTESIAN COORDINATES (ANGSTROEM)
C  1.244  0.800  -1.383
C  0.277  1.302  -0.350
C  0.874  0.904  1.067
C  0.364  -0.435  1.627
C  1.033  -1.714  1.191
N  -2.828  0.374  -0.551
H  2.221  1.282  -1.354
H  0.858  0.870  -2.417
H  1.291  -0.294  -1.237
H  -0.706  0.786  -0.320
H  1.967  0.918  0.975
H  0.654  1.703  1.787
H  0.365  -0.345  2.714
H  -0.689  -0.482  1.277
H  0.868  -2.482  1.945
H  0.758  -2.033  0.172
H  2.127  -1.580  1.192
H  -3.685  -0.125  -0.324
H  -0.013  2.360  -0.292
H  -3.168  1.030  -1.263
H  -2.062  -0.144  -0.992
H  -1.011  -1.698  -2.048
O  -0.739  -0.998  -1.416

Summary:
Gap between HOMO and LUMO: 4.8 eV
Highest occupied orbital energy: -0.5517 Eh
ΔE to the lowest compared entry with this formula, charge and spin: 207.25 kcal per mole
E: -8967.528 eV
Charge: +1

These are the natural (NBO) partial charges, in e, on atoms 1 to 6:
1. C -0.619
2. C -0.361
3. C -0.374
4. C -0.394
5. C -0.611
6. N -0.718


This record from the OMol25 dataset describes C2H4N3 as an isolated structure. The level of theory is ωB97M-V with the def2-TZVPD basis set.

CARTESIAN COORDINATES (ANGSTROEM)
C  0.086  -0.007  -0.016
C  -2.190  0.074  -0.048
N  -0.802  0.976  0.051
N  -1.251  -0.864  -0.066
N  1.568  -0.032  -0.055
H  -0.496  1.908  -0.020
H  -1.136  -1.823  0.028
H  2.056  -1.044  -0.029
H  2.166  0.811  0.154

Summary:
Gap between HOMO and LUMO: 10.2 eV
Highest occupied orbital energy: -0.5907 Eh
ΔE to the lowest compared entry with this formula, charge and spin: 113.51 kcal per mole
E: -6596.544 eV
Charge: +1

These are the natural (NBO) partial charges, in e, on atoms 1 to 6:
1. C 0.689
2. C 0.504
3. N -0.605
4. N -0.598
5. N -0.794
6. H 0.420